# 1
DFT (wB97M-V/def2-TZVPD) results for C2H3CeO2 as an isolated structure in a non-equilibrium geometry.

HOMO-LUMO gap (spin up / spin down) = 7.57 / 8.02 eV
energy = -19134.4983 eV
relative energy (zero: lowest compared OMol25 entry of this formula, charge and spin) = 0.0 kJ/mol
total charge = +1
2S+1 = 3

Last column: Löwdin spin population.
Geometry (Å):
O 3.35 -0.02 0.73  -0.062
C 0.34 1.16 0.16  0.660
O -0.80 0.79 0.39  0.172
C -1.33 -0.54 -0.02  0.064
H -2.15 -0.33 -0.70  0.001
H -0.52 -1.10 -0.48  0.006
H -1.68 -1.00 0.91  0.001
Ce 2.79 1.05 -0.99  1.158


# 2
DFT (wB97M-V/def2-TZVPD) results for C30H43F5P2Pd as an isolated structure in a non-equilibrium geometry.

HOMO-LUMO gap (spin up / spin down) = 6.87 / 2.68 eV
energy = -67432.2083 eV
relative energy (zero: lowest compared OMol25 entry of this formula, charge and spin) = 11.2 kJ/mol
total charge = +2
2S+1 = 5

Last column: Löwdin spin population.
Geometry (Å):
Pd 0.47 -0.90 -0.50  0.944
C 0.94 1.80 0.15  0.138
C -0.32 2.33 0.45  0.305
C 0.04 0.62 1.95  0.167
C 1.17 0.63 1.00  0.267
C -0.86 1.63 1.57  0.130
C 1.98 2.42 -0.71  0.008
H 1.54 3.08 -1.47  0.000
H 2.60 1.66 -1.19  0.003
H 2.65 3.05 -0.10  0.003
C 2.51 0.10 1.33  0.072
H 3.17 0.16 0.46  0.006
H 2.44 -0.95 1.61  0.010
H 2.98 0.65 2.16  0.026
C -0.02 -0.15 3.20  0.019
H 0.23 0.46 4.09  0.007
H 0.66 -1.00 3.16  0.000
H -1.03 -0.56 3.37  0.005
C -2.11 1.99 2.29  0.013
H -1.89 2.62 3.16  0.006
H -2.63 1.09 2.66  0.002
H -2.80 2.55 1.64  0.001
C -0.96 3.52 -0.18  0.050
H -0.92 4.39 0.49  0.019
H -2.02 3.34 -0.40  0.012
H -0.45 3.80 -1.11  0.001
C -0.69 -1.02 -6.61  0.000
C -0.64 0.32 -6.72  0.000
C -1.69 1.13 -7.42  0.000
C -3.16 0.72 -7.16  0.000
C -3.48 0.22 -5.79  0.001
C -3.49 -1.07 -5.42  0.001
C -2.94 -2.22 -6.21  0.000
C -1.78 -1.88 -7.18  0.000
H -1.53 1.11 -8.52  0.000
H -3.47 -0.01 -7.92  0.000
H -1.56 2.19 -7.13  0.000
H -2.19 -1.45 -8.10  0.000
H 0.15 -1.57 -6.17  0.000
H 0.24 0.87 -6.40  0.000
H -1.32 -2.84 -7.47  0.000
H -2.61 -3.00 -5.50  0.000
H -4.00 -1.36 -4.49  0.000
H -3.75 -2.69 -6.81  0.000
H -3.78 1.61 -7.34  0.000
H -3.78 0.99 -5.08  0.000
P 0.29 -0.43 -2.76  0.182
P -1.74 -1.44 -0.72  0.195
C -1.06 -1.49 -3.45  0.022
C -1.97 -2.16 -2.40  0.021
H -0.59 -2.25 -4.09  0.000
H -1.64 -0.85 -4.13  0.002
H -3.03 -2.05 -2.68  0.004
H -1.76 -3.24 -2.35  0.000
C -2.23 -2.59 0.57  0.039
H -2.44 -2.03 1.50  0.000
H -1.42 -3.30 0.78  0.002
H -3.13 -3.15 0.28  0.010
C -2.87 -0.02 -0.69  0.039
H -3.79 -0.23 -1.26  0.008
H -2.39 0.86 -1.11  0.004
H -3.13 0.21 0.35  0.000
C 1.80 -0.82 -3.68  0.044
H 2.48 0.04 -3.65  0.000
H 1.58 -1.07 -4.72  0.009
H 2.29 -1.69 -3.20  0.003
C -0.23 1.26 -3.18  0.026
H -1.02 1.60 -2.49  0.000
H -0.60 1.33 -4.21  0.006
H 0.63 1.93 -3.07  0.000
F 1.40 -2.78 2.18  0.089
C 1.59 -3.46 1.00  0.249
C 1.18 -2.92 -0.22  0.094
C 1.25 -3.82 -1.27  0.158
F 0.81 -3.48 -2.52  0.053
C 1.72 -5.12 -1.17  0.218
F 1.71 -5.94 -2.24  0.083
C 2.19 -5.59 0.05  0.002
F 2.66 -6.85 0.17  -0.011
C 2.13 -4.74 1.15  0.169
F 2.56 -5.18 2.35  0.061